1.
Below is C3H6N2O2 in the gas phase, with properties calculated with ωB97M-V with the def2-TZVPD basis set.

Last column: natural (NBO) charge in e.
Geometry (Å):
1 C 0.40407 -0.08455 -1.29365  0.163
2 C 0.35068 1.13548 -0.40823  -0.293
3 N -0.55810 -0.90073 -1.15859  -0.633
4 N -0.59343 0.87921 0.66366  -0.637
5 C -0.61785 -0.43418 1.09119  0.923
6 O 0.83116 -0.86490 1.19362  -0.803
7 O -1.46498 -0.91956 1.78891  -0.598
8 H 0.95642 -1.33911 2.02886  0.494
9 H -0.47894 -1.80091 -1.61428  0.364
10 H -1.51542 1.27145 0.56031  0.399
11 H 1.31890 -0.25315 -1.86951  0.174
12 H 0.02687 1.99685 -1.00039  0.224
13 H 1.34062 1.31408 0.01810  0.224

Computed properties:
- electronic energy (Ha) = -377.880954
- energy above the lowest of the compared OMol25 structures with the same formula, charge and spin (eV) = 2.133
- SMILES = [H]/N=C/CNC(=O)O
- Kohn-Sham gap (eV) = 10.85
- spin multiplicity = 1


2.
Below is C3H6N2O2 in the gas phase, with properties calculated with ωB97M-V with the def2-TZVPD basis set.

Last column: natural (NBO) charge in e.
Geometry (Å):
1 C 0.94669 -0.81958 0.27436  0.624
2 C -1.17137 0.75052 -0.41173  -0.116
3 C 0.19181 1.10109 -0.91187  -0.112
4 H 1.60285 -2.25543 1.18795  0.331
5 H -0.15658 -1.38102 1.86996  0.365
6 H -1.69115 0.03680 -1.13336  0.193
7 H -1.73027 1.67449 -0.12963  0.208
8 H 0.07774 1.71579 -1.81376  0.218
9 H 0.66311 1.93997 -0.15011  0.176
10 N 1.95161 -1.56070 0.47237  -0.628
11 N -0.38807 -1.10266 0.83537  -0.357
12 O -1.14235 0.08177 0.88251  -0.400
13 O 0.84599 -0.18104 -0.97204  -0.502

Computed properties:
- electronic energy (Ha) = -377.775546
- energy above the lowest of the compared OMol25 structures with the same formula, charge and spin (eV) = 5.001
- SMILES = [H]/N=C1\NOCCO1
- Kohn-Sham gap (eV) = 9.97
- spin multiplicity = 1


3.
Below is 2 unconnected molecules or ions with the total composition C3H6N2O2, with properties calculated with ωB97M-V with the def2-TZVPD basis set.

Last column: natural (NBO) charge in e.
Geometry (Å):
1 C 1.12447 0.05394 -0.54092  0.518
2 N -1.05297 1.37077 0.73854  -0.759
3 C -0.75928 1.11699 -0.54527  0.451
4 C 2.13187 -0.62654 -0.04698  -0.641
5 O -0.57418 -0.88405 -0.63191  -0.442
6 O -1.08035 -1.62659 0.48441  -0.486
7 N 0.52102 1.06597 -1.02708  -0.594
8 H -1.47968 -2.39120 0.04558  0.459
9 H -2.01587 1.28759 1.02767  0.403
10 H -0.37307 1.08606 1.43131  0.407
11 H -1.54991 1.34449 -1.25252  0.197
12 H 2.14186 -1.70500 -0.07236  0.246
13 H 2.96608 -0.09241 0.38952  0.240

Computed properties:
- electronic energy (Ha) = -377.695170
- energy above the lowest of the compared OMol25 structures with the same formula, charge and spin (eV) = 7.188
- Kohn-Sham gap (eV) = 9.15
- spin multiplicity = 1


4.
Below is 2 unconnected molecules or ions with the total composition C3H6N2O2, with properties calculated with ωB97M-V with the def2-TZVPD basis set.

Last column: natural (NBO) charge in e.
Geometry (Å):
1 C 0.37620 0.13770 0.27641  0.664
2 C -0.39990 1.37160 0.33121  -0.596
3 C -0.43078 2.03395 -1.00173  0.268
4 H 0.05579 -3.54085 0.74349  0.477
5 H -1.19189 -3.03353 1.60554  0.476
6 H 1.24533 0.56487 -1.55314  0.416
7 H 1.69154 -0.85371 -0.68684  0.405
8 H 0.05943 2.02784 1.06147  0.283
9 H -1.41941 1.23388 0.61664  0.280
10 N 1.03145 -0.12848 -0.86037  -0.800
11 N -0.40757 2.58774 -2.03018  -0.312
12 O -0.71542 -3.79924 1.33036  -0.952
13 O 0.45528 -0.55986 1.27106  -0.610

Computed properties:
- electronic energy (Ha) = -377.905821
- energy above the lowest of the compared OMol25 structures with the same formula, charge and spin (eV) = 1.456
- SMILES = N#CCC(N)=O.O
- Kohn-Sham gap (eV) = 11.25
- spin multiplicity = 1


5.
Below is C3H6N2O2 in the gas phase, with properties calculated with ωB97M-V with the def2-TZVPD basis set.

Last column: natural (NBO) charge in e.
Geometry (Å):
1 N 2.00300 -0.55138 -0.06517  -0.818
2 C 1.16023 0.27447 0.65814  0.444
3 O 1.86511 1.17721 1.38877  -0.668
4 C -0.17802 0.22422 0.62360  -0.120
5 O -0.75244 -0.84888 -0.07189  -0.503
6 C -1.71076 -0.55075 -0.96793  0.408
7 N -2.10036 0.62472 -1.21499  -0.711
8 H 2.82789 -0.83398 0.44707  0.385
9 H 1.52328 -1.33244 -0.49016  0.392
10 H -0.85454 0.96864 1.03182  0.202
11 H 1.24132 1.67566 1.92993  0.487
12 H -2.09271 -1.47705 -1.40947  0.150
13 H -2.82342 0.60345 -1.92986  0.351

Computed properties:
- electronic energy (Ha) = -377.871264
- energy above the lowest of the compared OMol25 structures with the same formula, charge and spin (eV) = 2.397
- SMILES = [H]/N=C/O/C=C(\N)O
- Kohn-Sham gap (eV) = 8.85
- spin multiplicity = 1


6.
Below is C3H6N2O2 in the gas phase, with properties calculated with ωB97M-V with the def2-TZVPD basis set.

Last column: natural (NBO) charge in e.
Geometry (Å):
1 N -2.03966 -0.17984 -0.60916  -0.806
2 C -1.06435 0.11984 0.26426  0.646
3 O -0.93286 1.25337 0.68265  -0.612
4 C -0.01707 -0.93037 0.74512  -0.187
5 O 1.03071 -0.05931 1.12013  -0.497
6 C 1.55176 0.67323 0.11120  0.433
7 N 1.70153 0.25029 -1.07315  -0.739
8 H -2.67844 0.57628 -0.82508  0.411
9 H -2.22078 -1.11395 -0.91046  0.396
10 H 0.38871 -1.67548 0.04794  0.217
11 H -0.40624 -1.49061 1.61796  0.215
12 H 1.86096 1.65304 0.47945  0.163
13 H 2.46724 0.77581 -1.50454  0.359

Computed properties:
- electronic energy (Ha) = -377.883246
- energy above the lowest of the compared OMol25 structures with the same formula, charge and spin (eV) = 2.071
- SMILES = [H]/N=C/OCC(N)=O
- Kohn-Sham gap (eV) = 10.87
- spin multiplicity = 1


Going through the records in order, we get largest force on an atom values of 4.2, 3.4, 0.5, 2.6, 0.3, 1.1 eV/A.